No. 1
39
Properties=species:S:1:pos:R:3 method="wB97M-V/def2-TZVPD" total_charge=0 orbital_gap_ev=10.07 lumo_energy_ev=0.4
O -1.347 1.268 -5.192
C -2.305 0.526 -4.846
N -2.627 -0.738 -5.557
B -1.450 -1.674 -5.596
O -0.209 -1.275 -6.251
O -1.458 -3.011 -5.055
O -3.179 0.870 -3.784
C -2.459 1.100 -2.544
C -1.488 -0.095 -2.094
C 0.048 0.327 -2.246
O 0.526 1.225 -1.209
H -2.786 -0.443 -6.537
H 0.279 -0.778 -5.548
H -1.959 -3.049 -4.213
H -3.262 1.211 -1.725
H -1.838 2.066 -2.592
H -1.663 -0.407 -0.997
H -1.713 -1.047 -2.708
H 0.715 -0.605 -2.203
H 0.272 0.848 -3.247
H -0.248 1.683 -0.785
C 1.102 2.642 2.832
C 0.194 1.691 2.105
N 0.450 0.371 2.288
O -0.725 2.063 1.387
H 0.504 3.260 3.505
H 1.607 3.279 2.104
H 1.857 2.115 3.419
H 1.196 0.021 2.871
H -0.145 -0.288 1.810
C 3.312 -1.203 6.504
C 2.400 -1.186 5.308
N 1.334 -2.027 5.360
O 2.589 -0.466 4.339
H 3.339 -0.205 6.945
H 4.315 -1.489 6.182
H 2.973 -1.911 7.263
H 1.140 -2.635 6.137
H 0.708 -2.033 4.570

***

No. 2
42
Properties=species:S:1:pos:R:3 method="wB97M-V/def2-TZVPD" total_charge=+2 orbital_gap_ev="8.00 / 2.67" multiplicity=2 s_squared=0.753 lumo_energy_ev="-7.9 / -13.3"
Zn -1.211 1.550 3.017
K 3.218 1.373 2.461
F 0.007 1.270 4.775
F 0.459 0.931 1.950
Br 0.773 1.394 -3.157
C 1.800 0.654 -1.601
C 3.212 0.979 -1.765
Br 4.085 0.079 -0.232
H 1.665 -0.415 -1.764
H 1.438 1.099 -0.674
H 3.302 2.056 -1.618
H 3.797 0.888 -2.680
O -2.861 4.530 0.191
S -2.321 3.196 0.107
O -2.094 2.302 1.272
O -3.010 2.276 -1.119
C -2.593 0.930 -1.205
C -3.784 0.007 -1.030
C -0.589 3.450 -0.634
H -1.795 0.581 -0.550
H -2.289 0.644 -2.211
H -4.355 0.291 -0.145
H -3.418 -1.017 -1.105
H -4.332 -0.111 -1.965
H -0.760 3.483 -1.709
H 0.084 2.663 -0.293
H -0.283 4.412 -0.221
O 2.364 -4.894 2.092
S 2.113 -3.742 1.232
O 2.992 -3.512 0.066
O 0.512 -3.709 0.719
C 0.268 -2.736 -0.256
C -1.129 -2.039 -0.102
C 2.008 -2.338 2.411
H 0.192 -2.952 -1.322
H 0.943 -1.882 -0.303
H -1.454 -1.522 -1.005
H -1.108 -1.276 0.676
H -1.941 -2.766 -0.079
H 0.986 -2.181 2.753
H 2.375 -1.505 1.810
H 2.736 -2.443 3.215

***

No. 3
39
Properties=species:S:1:pos:R:3 method="wB97M-V/def2-TZVPD" de_lowest_kcal_mol=0.0 total_charge=0 orbital_gap_ev=8.95 lumo_energy_ev=0.4
C 5.685 -1.092 -1.025
N 4.896 -2.171 -1.616
C 4.168 -2.957 -0.640
C 2.741 -2.420 -0.353
Br 2.471 -2.238 1.569
C 2.359 -1.096 -1.073
O 1.022 -1.306 -1.572
S 0.933 -2.818 -2.021
O 1.687 -3.009 -3.212
O -0.407 -3.264 -1.914
O 1.758 -3.374 -0.773
H 6.163 -1.388 -0.083
H 6.460 -0.786 -1.727
H 5.060 -0.217 -0.830
H 5.508 -2.783 -2.137
H 4.711 -3.034 0.307
H 4.025 -3.968 -1.025
H 3.028 -0.910 -1.910
H 2.296 -0.264 -0.381
C -2.242 -1.015 -0.376
S -3.657 -0.007 0.066
O -3.338 0.633 1.372
C -4.770 -1.371 0.420
H -1.414 -0.342 -0.586
H -1.987 -1.668 0.459
H -2.469 -1.601 -1.265
H -4.332 -1.996 1.198
H -4.938 -1.944 -0.491
H -5.708 -0.944 0.767
C -2.659 3.847 1.148
S -3.755 5.259 1.284
O -3.232 6.306 0.366
C -3.247 5.734 2.943
H -2.798 3.420 0.157
H -1.629 4.182 1.271
H -2.924 3.096 1.892
H -2.175 5.929 2.945
H -3.500 4.936 3.641
H -3.791 6.640 3.203

***

No. 4
40
Properties=species:S:1:pos:R:3 method="wB97M-V/def2-TZVPD" de_lowest_kcal_mol=5.7 total_charge=-1 orbital_gap_ev="7.04 / 7.10" multiplicity=2 s_squared=0.755 lumo_energy_ev="3.0 / 2.8"
Cu 0.013 0.791 -0.481
N -1.171 0.382 3.596
C -1.294 0.830 2.308
O -0.894 1.939 1.990
C -2.035 -0.104 1.371
C -1.835 0.207 -0.112
H -0.499 0.888 4.149
H -1.144 -0.617 3.716
H -3.095 -0.040 1.661
H -1.703 -1.119 1.590
H -2.433 1.066 -0.421
H -2.101 -0.659 -0.720
O 3.262 0.352 -2.476
Cl 2.054 1.093 -2.372
O 2.087 2.209 -3.288
O 0.916 0.263 -2.654
O 1.892 1.615 -1.021
C 2.494 -3.904 -0.075
Si 0.885 -2.917 0.102
C -0.008 -2.859 -1.559
C -0.241 -3.911 1.278
Se 1.304 -0.894 1.017
H 2.305 -4.919 -0.437
H 3.006 -3.963 0.888
H 3.168 -3.406 -0.774
H -0.036 -3.840 -2.042
H 0.478 -2.153 -2.231
H -1.035 -2.515 -1.416
H -0.415 -4.925 0.902
H -1.211 -3.417 1.376
H 0.204 -3.979 2.273
C -1.072 4.545 0.082
C -0.374 3.780 -1.014
N 0.674 4.406 -1.590
O -0.784 2.687 -1.409
H -0.814 5.603 0.068
H -0.795 4.092 1.033
H -2.147 4.419 -0.028
H 1.141 5.131 -1.074
H 1.254 3.842 -2.205

***

No. 5
31
Properties=species:S:1:pos:R:3 method="wB97M-V/def2-TZVPD" de_lowest_kcal_mol=28.2 total_charge=0 orbital_gap_ev="9.04 / 6.63" lumo_energy_ev="0.0 / -0.1"
C -2.695 2.395 1.433
C -1.861 -1.090 -1.358
C 3.002 2.031 -1.737
C 1.984 -2.605 1.393
C -1.887 1.102 1.659
C -2.397 -0.515 -0.049
C 2.143 0.771 -1.694
C 2.266 -1.996 0.020
N -1.538 0.501 0.426
Si 2.178 -0.088 0.009
Cl 3.628 0.667 1.226
H -2.130 3.065 0.791
H -3.640 2.162 0.946
H -2.895 2.886 2.382
H -1.713 -0.285 -2.076
H -0.905 -1.573 -1.183
H -2.558 -1.812 -1.774
H 2.942 2.500 -2.717
H 2.668 2.752 -0.994
H 4.046 1.797 -1.535
H 2.059 -3.690 1.352
H 2.697 -2.244 2.130
H 0.984 -2.342 1.728
H -0.954 1.376 2.164
H -2.467 0.436 2.324
H -3.414 -0.110 -0.224
H -2.525 -1.329 0.693
H 2.491 0.070 -2.457
H 1.115 1.027 -1.950
H 1.551 -2.396 -0.698
H 3.259 -2.318 -0.309

***

No. 6
33
Properties=species:S:1:pos:R:3 method="wB97M-V/def2-TZVPD" de_lowest_kcal_mol=4.6 total_charge=+1 orbital_gap_ev=10.20 lumo_energy_ev=-2.7
Cs 22.228 9.730 10.022
C 21.986 13.176 13.351
O 21.513 12.182 12.459
C 20.231 12.438 11.907
C 20.390 13.216 10.609
O 21.096 12.471 9.627
C 21.185 13.227 8.445
H 21.471 13.055 14.309
H 21.918 14.200 12.977
H 23.042 12.976 13.533
H 19.595 12.996 12.599
H 19.748 11.476 11.724
H 20.960 14.137 10.782
H 19.386 13.521 10.285
H 21.728 12.665 7.681
H 21.759 14.150 8.587
H 20.229 13.509 7.996
C 22.270 8.115 13.509
O 23.177 8.422 12.477
C 24.033 7.365 12.074
C 25.403 7.896 11.753
O 25.344 8.932 10.765
C 26.653 9.340 10.382
H 21.659 8.983 13.743
H 22.741 7.747 14.427
H 21.607 7.298 13.184
H 23.618 6.835 11.202
H 24.083 6.607 12.860
H 26.059 7.082 11.439
H 25.770 8.396 12.658
H 27.020 8.654 9.608
H 27.360 9.360 11.211
H 26.573 10.318 9.910